Computed, not measured: a 2-piece molecular cluster, C15H24FN3O4S overall in a non-equilibrium geometry, with ωB97M-V/def2-TZVPD.

lowest unoccupied orbital energy: -0.0850 eV
highest occupied orbital energy: -0.3369 Ha
SMILES: CNC(=O)[C@H](CC(C)C)NC(C)=O.NS(=O)(=O)c1cccc(F)c1
E_tot: -1549.27148 a.u.

XYZ file:
```
48
Properties=species:S:1:pos:R:3:nbo_charge:R:1
O -2.584 -0.180 3.546 -0.62
O -2.496 2.034 1.032 -0.62
O 1.796 2.044 -0.406 -0.94
O 3.725 2.066 -1.921 -0.94
F 2.523 -2.508 -4.322 -0.31
C -1.412 -0.514 3.619 0.67
C -1.410 1.778 1.538 0.68
C -0.410 -0.377 -3.794 -0.20
C 0.388 -1.447 -4.218 -0.25
C 0.156 0.676 -3.066 -0.19
C 2.320 -0.413 -3.203 -0.25
C 1.754 -1.469 -3.922 0.40
C 1.527 0.663 -2.767 -0.32
N -0.806 2.729 2.259 -0.61
N -0.510 -0.300 2.659 -0.62
N 1.718 3.385 -2.506 -1.05
C -0.913 -1.222 4.857 -0.71
C 0.518 2.688 2.879 -0.42
C -1.801 -2.757 -0.769 -0.60
C 0.489 -2.026 -0.195 -0.61
C -0.972 -1.984 0.258 -0.21
C -1.522 -0.550 0.403 -0.39
C -0.757 0.380 1.375 -0.14
S 2.270 1.997 -1.790 2.25
H -1.472 -0.366 -4.024 0.24
H -0.049 -2.269 -4.777 0.24
H -0.472 1.499 -2.728 0.25
H 3.383 -0.445 -2.978 0.26
H -1.338 3.581 2.343 0.41
H 0.425 -0.625 2.832 0.40
H 2.305 3.524 -3.316 0.40
H 1.875 4.112 -1.822 0.41
H -1.756 -1.396 5.524 0.25
H -0.178 -0.595 5.357 0.22
H -0.470 -2.175 4.576 0.22
H 0.489 2.077 3.782 0.19
H 0.827 3.698 3.150 0.21
H 1.252 2.278 2.182 0.21
H -2.844 -2.777 -0.452 0.21
H -1.438 -3.782 -0.841 0.21
H -1.730 -2.278 -1.746 0.19
H 1.128 -1.544 0.543 0.20
H 0.591 -1.514 -1.148 0.20
H 0.810 -3.061 -0.309 0.21
H -1.053 -2.504 1.213 0.20
H -1.536 -0.077 -0.579 0.21
H -2.555 -0.625 0.747 0.24
H 0.216 0.569 0.925 0.24
```

---

Computed, not measured: C22H21FN5O3STi as an isolated structure, with ωB97M-V/def2-TZVPD.

lowest unoccupied orbital energy (spin up / spin down): -2.9008 / -3.3158 eV
highest occupied orbital energy (spin up / spin down): -0.3431 / -0.4222 Ha
2S+1: 3
total charge: +1
E_tot: -2697.93160 a.u.

XYZ file:
```
54
Properties=species:S:1:pos:R:3:nbo_charge:R:1
Ti 1.642 -1.001 -1.345 1.61
C 1.430 -5.212 -2.369 -0.67
C 1.444 -3.907 -1.648 0.24
N 1.270 -2.735 -2.337 -0.53
N 1.695 -2.772 -3.670 -0.44
C 2.875 -2.202 -3.967 0.32
N 3.303 -2.267 -5.230 -0.76
S 3.778 -1.421 -2.763 -0.16
C 1.717 -3.766 -0.269 0.10
C 1.648 -4.801 0.686 -0.21
C 1.964 -4.539 1.992 -0.15
C 2.328 -3.240 2.376 -0.27
C 2.327 -2.256 1.418 0.07
N 2.031 -2.488 0.131 -0.56
H 0.581 -5.275 -3.052 0.23
H 1.376 -6.050 -1.680 0.24
H 2.345 -5.330 -2.955 0.24
H 1.042 -3.049 -4.387 0.40
H 2.839 -2.817 -5.933 0.40
H 4.137 -1.767 -5.483 0.43
H 1.346 -5.794 0.387 0.23
H 1.920 -5.328 2.731 0.23
H 2.587 -3.008 3.398 0.24
H 2.569 -1.231 1.677 0.21
C -1.750 5.639 -0.027 -0.63
C -1.815 4.659 1.133 -0.03
C -3.219 4.576 1.710 -0.40
C -3.233 3.674 2.931 -0.43
C -2.656 2.327 2.589 0.00
C -3.012 1.212 3.312 -0.22
C -2.497 -0.038 2.983 0.41
F -2.866 -1.094 3.716 -0.30
C -1.640 -0.210 1.935 -0.25
C -1.262 0.910 1.184 -0.06
C -0.351 0.739 0.068 0.49
O 0.057 -0.435 -0.221 -0.72
C 0.013 1.900 -0.632 -0.33
C -0.526 3.112 -0.263 0.18
N -1.367 3.287 0.749 -0.31
C -1.761 2.183 1.511 0.15
C 0.942 1.898 -1.811 0.80
O 0.998 2.849 -2.550 -0.58
O 1.673 0.810 -1.953 -0.77
H -2.208 6.573 0.296 0.24
H -2.309 5.266 -0.887 0.23
H -0.734 5.874 -0.337 0.23
H -1.139 4.998 1.925 0.21
H -3.903 4.197 0.945 0.22
H -3.543 5.581 1.976 0.24
H -4.245 3.551 3.315 0.24
H -2.644 4.131 3.731 0.23
H -3.706 1.294 4.139 0.24
H -1.252 -1.184 1.673 0.25
H -0.243 3.976 -0.844 0.26
```

---

Computed, not measured: C5H3NO as an isolated structure in a non-equilibrium geometry, with ωB97M-V/def2-TZVPD.

lowest unoccupied orbital energy: -0.1000 eV
highest occupied orbital energy: -0.3338 Ha
E_tot: -322.17166 a.u.

XYZ file:
```
10
Properties=species:S:1:pos:R:3:nbo_charge:R:1
C 2.154 -0.675 -0.046 0.19
C -0.448 -0.983 -0.052 -0.15
C 0.818 -0.553 -0.005 -0.21
C -0.097 1.262 -0.078 0.71
C -1.225 0.284 -0.031 -0.57
N 3.297 -0.768 -0.028 -0.27
O 0.185 2.417 -0.116 -0.45
H -0.807 -1.958 0.038 0.23
H -2.089 0.733 -0.727 0.26
H -1.788 0.239 1.047 0.26
```

---

Computed, not measured: C36H37Br2CrN7O2P as an isolated structure in a non-equilibrium geometry, with ωB97M-V/def2-TZVPD.

lowest unoccupied orbital energy (spin up / spin down): -2.7382 / -2.8191 eV
highest occupied orbital energy (spin up / spin down): -0.3442 / -0.3554 Ha
2S+1: 5
total charge: +1
E_tot: -8461.47841 a.u.

XYZ file:
```
86
Properties=species:S:1:pos:R:3:mulliken_charge:R:1
Cr -0.399 0.125 0.833 0.31
Br -0.615 -3.174 -5.472 -0.12
C -0.427 -2.440 -3.748 -0.45
C -1.259 -2.900 -2.683 -0.75
C -1.069 -2.356 -1.441 -0.96
N -0.131 -1.486 -1.188 1.22
C 0.586 -1.017 -2.194 0.02
C 0.436 -1.396 -3.496 -0.97
C 1.425 0.196 -1.744 1.20
C 2.268 0.718 -2.680 -0.95
C 3.001 1.862 -2.439 -0.37
Br 3.893 2.576 -3.816 -0.12
C 2.903 2.412 -1.125 -0.80
C 1.881 1.905 -0.293 -0.81
N 1.168 0.810 -0.585 1.68
H -2.180 -3.448 -2.862 0.48
H -1.714 -2.677 -0.602 0.40
H 1.011 -0.920 -4.284 0.53
H 2.369 0.346 -3.666 0.54
H 3.415 3.336 -0.891 0.50
H 1.676 2.380 0.688 0.32
N 0.922 -1.514 1.756 0.02
C 1.875 -1.415 2.898 -0.85
C 2.494 -0.009 3.096 -0.12
C 1.464 0.926 3.792 -0.99
N 0.406 1.545 2.965 -0.21
H 0.231 -2.311 1.895 0.26
H 1.369 -1.769 0.870 -0.30
H 2.659 -2.145 2.713 0.28
H 1.267 -1.648 3.821 0.41
H 2.950 0.391 2.136 0.04
H 3.274 -0.088 3.872 0.39
H 2.025 1.727 4.276 0.41
H 0.965 0.358 4.580 0.36
H 0.684 2.486 2.740 0.21
H -0.503 1.633 3.474 0.22
O -2.085 -1.656 2.186 -0.70
C -1.976 -0.411 1.969 0.32
C -3.171 0.536 2.258 -0.05
C -4.170 0.229 3.100 -0.38
C -5.335 0.957 3.279 -1.08
C -5.403 2.141 2.577 -0.69
C -4.400 2.575 1.703 -0.35
C -3.294 1.702 1.501 0.55
P -2.106 1.896 0.161 1.41
C -1.405 3.554 0.172 0.25
C -0.385 3.933 -0.741 -0.55
C 0.253 5.185 -0.733 -0.53
C -0.084 6.131 0.177 -0.58
C -1.058 5.757 1.159 -0.73
C -1.770 4.571 1.066 -0.40
C -3.110 1.828 -1.329 0.36
C -3.013 0.673 -2.118 0.17
C -3.727 0.594 -3.323 -0.59
C -4.578 1.631 -3.708 -0.54
C -4.716 2.770 -2.895 -0.72
C -3.993 2.848 -1.733 -0.32
H -4.047 -0.741 3.629 0.40
H -6.165 0.576 3.829 0.45
H -6.217 2.765 2.576 0.50
H -4.531 3.550 1.167 0.22
H -0.042 3.157 -1.396 0.58
H 0.950 5.311 -1.607 0.37
H 0.375 7.101 0.224 0.44
H -1.191 6.529 1.901 0.44
H -2.403 4.195 1.881 0.40
H -2.314 -0.128 -1.829 0.08
H -3.645 -0.296 -3.971 0.40
H -5.097 1.615 -4.689 0.35
H -5.418 3.560 -3.161 0.41
H -4.078 3.742 -1.108 0.18
C 5.060 -6.790 -0.835 -1.08
N 4.121 -5.847 -0.259 0.09
C 2.963 -5.449 -0.973 -0.53
C 2.541 -4.212 -0.221 0.35
O 1.468 -3.715 -0.236 -0.65
N 3.601 -3.820 0.553 -0.51
C 4.505 -4.802 0.467 0.41
N 5.666 -4.761 1.170 -0.38
H 5.587 -7.318 -0.045 0.33
H 5.747 -6.268 -1.508 0.38
H 4.565 -7.554 -1.470 0.36
H 2.157 -6.139 -1.011 0.36
H 3.101 -5.145 -2.024 0.31
H 5.678 -3.996 1.831 0.26
H 6.270 -5.581 1.188 0.20
```

---

Computed, not measured: one molecule with the formula C3H4N2OS in a non-equilibrium geometry, with ωB97M-V/def2-TZVPD.

lowest unoccupied orbital energy: 0.2961 eV
highest occupied orbital energy: -0.2844 Ha
SMILES: Oc1[nH]cnc1S
E_tot: -699.63549 a.u.

XYZ file:
```
11
Properties=species:S:1:pos:R:3:nbo_charge:R:1
C -0.282 -0.359 -0.048 -0.12
C 1.743 -1.090 0.030 0.15
C 0.518 0.721 -0.069 0.36
H -2.148 0.987 -0.164 0.14
H 2.598 -1.773 0.078 0.20
H 2.698 0.817 -0.111 0.42
H 0.808 2.517 0.243 0.48
N 0.483 -1.511 0.056 -0.44
N 1.830 0.280 -0.061 -0.57
O 0.086 1.988 0.057 -0.65
S -2.045 -0.342 0.003 0.03
```

---

Computed, not measured: a 2-piece molecular cluster, C7H16B5F5NO7 overall in a non-equilibrium geometry, with ωB97M-V/def2-TZVPD.

lowest unoccupied orbital energy: 1.8543 eV
highest occupied orbital energy: -0.2508 Ha
total charge: -1
E_tot: -1481.80364 a.u.

XYZ file:
```
41
Properties=species:S:1:pos:R:3:nbo_charge:R:1
C 4.629 -0.170 0.905 -0.67
C 3.393 0.942 0.724 0.09
O 2.296 0.589 1.636 -0.75
C 2.927 1.008 -0.881 -0.11
O 1.980 2.090 -1.172 -0.72
B 0.574 1.659 -1.136 1.37
O -0.441 2.755 -0.947 -0.91
B -1.558 2.296 -0.100 1.20
C -2.090 3.069 1.281 -0.89
C -2.233 4.696 1.096 0.87
O -1.584 5.368 0.132 -0.52
F -3.112 5.429 2.058 -0.38
O -2.255 1.036 -0.537 -0.89
B -1.139 0.027 -0.479 0.88
B -1.348 -1.253 0.539 0.86
O -0.545 -1.226 1.808 -0.94
N -2.297 -2.419 0.337 -0.74
C -3.127 -2.451 1.638 -0.43
C -1.458 -3.699 0.240 -0.44
O 0.047 0.295 -1.315 -0.89
H 5.533 0.278 1.525 0.21
H 5.095 -0.480 -0.147 0.21
H 4.195 -1.159 1.387 0.22
H 3.852 1.971 1.049 0.19
H 1.836 -0.250 1.337 0.49
H 2.626 -0.050 -1.281 0.23
H 3.934 1.291 -1.458 0.19
H -3.058 2.555 1.736 0.28
H -1.239 2.900 2.097 0.28
H -0.733 -0.290 2.173 0.49
H -3.257 -1.334 2.031 0.19
H -2.574 -3.043 2.501 0.19
H -4.194 -2.873 1.413 0.21
H -1.730 -4.490 1.079 0.19
H -1.651 -4.131 -0.848 0.24
H -0.319 -3.379 0.307 0.20
B -0.194 -1.511 -4.146 1.38
F 1.038 -1.241 -3.424 -0.60
F -0.946 -0.277 -4.302 -0.59
F 0.121 -2.056 -5.456 -0.59
F -0.991 -2.472 -3.400 -0.59
```